Version one
{"formula": "C19H23N3O6S", "method": "ωB97M-V with the def2-TZVPD basis set", "lumo_ev": -0.5, "smiles": "CCCCCCOC(=O)Nc1ccc(S(=O)(=O)Nc2cccc([N+](=O)[O-])c2)cc1", "gap_ev": 8.55, "homo_ha": -0.33150, "elements": ["S", "O", "O", "O", "O", "O", "O", "N", "N", "N", "C", "C", "C", "C", "C", "C", "C", "C", "C", "C", "C", "C", "C", "C", "C", "C", "C", "C", "C", "H", "H", "H", "H", "H", "H", "H", "H", "H", "H", "H", "H", "H", "H", "H", "H", "H", "H", "H", "H", "H", "H", "H"], "coordinates": [[3.07959, -0.93745, -2.20321], [-2.39201, -4.09711, -0.93964], [-1.29423, 3.45482, 0.86849], [2.20795, -1.13214, -3.32023], [-1.65085, -2.08589, -0.82125], [-0.71527, 3.93693, 3.00206], [4.43623, -0.54332, -2.43133], [3.23506, -2.40399, -1.34719], [0.58958, 2.58479, 1.85857], [-1.49414, -3.28323, -0.92968], [2.44263, -4.68853, -1.20161], [2.20049, -3.31244, -1.25078], [-1.90700, 4.70590, 3.19006], [0.51020, 1.55867, -0.35274], [1.10427, 0.73446, -1.28904], [-5.75134, 3.03247, 1.45585], [-0.55825, 3.33423, 1.80942], [-4.33001, 3.90865, 3.36017], [-2.94722, 3.93262, 4.01422], [2.37055, 1.16825, 1.13952], [-5.79671, 2.11014, 0.24415], [-4.39022, 2.98437, 2.14534], [0.09211, -5.14402, -0.99743], [0.88902, -2.85751, -1.16206], [2.95919, 0.34836, 0.19837], [1.14074, 1.77929, 0.87304], [2.31688, 0.13381, -1.00626], [-0.14227, -3.77551, -1.03854], [1.39972, -5.58847, -1.07553], [1.09605, 2.64437, 2.73195], [-4.18797, 1.95930, 2.46591], [-0.73754, -5.82598, -0.90209], [-3.02121, 4.37347, 5.00925], [3.45947, -5.04681, -1.26599], [4.15978, -2.79485, -1.44541], [-4.60718, 4.92383, 3.06689], [-5.03357, 2.39466, -0.47635], [1.60969, -6.64624, -1.04335], [-5.05954, 3.57038, 4.09963], [-6.52973, 2.74213, 2.16617], [-0.43604, 2.02936, -0.55833], [2.85909, 1.34211, 2.08705], [-6.76811, 2.16189, -0.24230], [-2.59395, 2.90647, 4.13645], [0.63575, 0.54530, -2.24197], [-1.58829, 5.61597, 3.70214], [-5.95934, 4.05743, 1.13946], [-3.61873, 3.25909, 1.42472], [3.91053, -0.12436, 0.38087], [-5.61526, 1.07976, 0.54124], [0.66205, -1.80582, -1.19697], [-2.30648, 4.96637, 2.20613]]}


Version two
{"formula": "C19H23N3O6S", "method": "ωB97M-V with the def2-TZVPD basis set", "lumo_ev": -0.6, "smiles": "CCCCCCOC(=O)Nc1ccc(S(=O)(=O)Nc2cccc([N+](=O)[O-])c2)cc1", "gap_ev": 8.44, "homo_ha": -0.33215, "elements": ["S", "O", "O", "O", "O", "O", "O", "N", "N", "N", "C", "C", "C", "C", "C", "C", "C", "C", "C", "C", "C", "C", "C", "C", "C", "C", "C", "C", "C", "H", "H", "H", "H", "H", "H", "H", "H", "H", "H", "H", "H", "H", "H", "H", "H", "H", "H", "H", "H", "H", "H", "H"], "coordinates": [[4.62253, -2.85158, 0.47832], [4.38495, -3.67457, 1.62087], [-2.23375, 1.11277, -1.13534], [7.01634, 4.07590, 0.20969], [6.46382, 3.17537, 2.07844], [5.25778, -3.40699, -0.67521], [-1.49771, 0.33776, 0.85712], [5.57313, -1.58411, 1.07451], [-0.28882, 0.08399, -1.08348], [6.67696, 3.12899, 0.88567], [-8.14706, 0.37420, 0.86980], [-4.46852, 0.45682, -0.38975], [6.50921, 1.85839, 0.22326], [6.11246, 0.76053, 0.97297], [6.57599, 0.53522, -1.75605], [6.73947, 1.76524, -1.14302], [1.06015, -0.98753, 0.64345], [-1.35805, 0.49126, -0.32553], [1.78746, -0.94313, -1.65944], [-5.78929, 0.97839, 0.16911], [6.18887, -0.57355, -1.02602], [2.92872, -1.64010, -1.31641], [0.84346, -0.60983, -0.68365], [3.12935, -2.00349, 0.00155], [2.20610, -1.68214, 0.97869], [-9.17181, -0.74485, 1.00837], [5.94695, -0.47205, 0.34714], [-6.82100, -0.13801, 0.31253], [-3.44143, 1.57669, -0.52685], [1.61759, -0.65756, -2.68701], [-4.06446, -0.30893, 0.27521], [-0.35784, 0.30984, -2.06689], [6.76162, 0.43661, -2.81416], [7.04553, 2.64130, -1.69209], [-3.80533, 2.36434, -1.18947], [-7.97460, 0.83145, 1.84652], [-3.20693, 1.99672, 0.45621], [-9.37254, -1.20056, 0.04115], [-4.63264, 0.00463, -1.37049], [-6.99462, -0.59756, -0.66331], [3.65696, -1.92314, -2.05845], [5.94643, 0.87682, 2.03341], [-8.54189, 1.14807, 0.20754], [-6.42607, -0.91026, 0.97614], [2.38672, -1.99973, 1.99320], [-6.18316, 1.75304, -0.49312], [-5.61218, 1.43497, 1.14508], [5.44544, -1.44705, 2.06482], [0.32826, -0.73663, 1.39256], [6.08903, -1.53843, -1.49483], [-8.80415, -1.51734, 1.68011], [-10.10740, -0.36021, 1.40711]]}


Question: which arrangement is favored energetically? Ranking from most to least stable: version two, version one.


Version one
{"formula": "CH3N3O", "method": "ωB97M-V with the def2-TZVPD basis set", "lumo_ev": 1.2, "smiles": "N#[N+][O-].C=N", "gap_ev": 11.15, "homo_ha": -0.36730, "elements": ["O", "N", "N", "N", "C", "H", "H", "H"], "coordinates": [[0.27751, -1.54610, -0.40892], [0.10269, 0.57352, 0.43189], [-0.13275, -3.54330, -1.32878], [0.10961, -2.60752, -0.77918], [-0.22971, 1.80975, 0.36936], [-0.97682, 2.19382, -0.32479], [0.06590, 2.66902, 0.92850], [0.78357, 0.45081, 1.11193]]}


Version two
{"formula": "CH3N3O", "method": "ωB97M-V with the def2-TZVPD basis set", "lumo_ev": [-0.6, -1.0], "gap_ev": [8.48, 8.01], "homo_ha": [-0.33488, -0.33007], "elements": ["O", "N", "N", "N", "C", "H", "H", "H"], "coordinates": [[-0.32914, -1.18327, 0.32500], [2.83333, 0.26103, -0.42354], [0.95904, -1.08152, 0.32361], [-1.09724, 0.33710, -0.52740], [1.85836, -0.27307, 0.03417], [-0.72331, 0.85114, 0.27738], [3.30316, 1.07390, -0.13177], [-2.08575, 0.30646, -0.37278]]}


Version three
{"formula": "CH3N3O", "method": "ωB97M-V with the def2-TZVPD basis set", "lumo_ev": [0.6, 0.6], "gap_ev": [8.46, 8.46], "homo_ha": [-0.29052, -0.29050], "elements": ["O", "N", "N", "N", "C", "H", "H", "H"], "coordinates": [[-1.40990, -2.11671, -0.45187], [0.66596, 0.98501, -0.03810], [-0.15573, 1.71073, -0.60420], [0.12741, -0.67340, 0.39057], [-0.62915, -1.53598, 0.10346], [0.82281, -0.72377, 1.08122], [1.52134, 0.71967, -0.53857], [-0.94275, 1.63445, 0.05749]]}


Question: which arrangement is favored energetically? Ranking from most to least stable: version one, version three, version two.


Version one
{"formula": "C5H6NS", "method": "ωB97M-V with the def2-TZVPD basis set", "lumo_ev": -6.3, "gap_ev": 8.66, "homo_ha": -0.55107, "total_charge": 1, "elements": ["S", "N", "C", "C", "C", "C", "C", "H", "H", "H", "H", "H", "H"], "coordinates": [[-0.28859, 1.51647, -0.31110], [-1.48564, -1.26350, 0.28477], [0.52042, 0.10116, 0.16089], [-0.13562, -1.10074, 0.38638], [-1.95586, 1.02906, -0.34412], [2.59055, 0.16963, -0.07230], [-2.24570, -0.27079, 0.01211], [2.84389, 1.03751, -0.77233], [-3.33708, -0.49791, -0.05609], [2.67640, -0.87750, -0.29505], [2.95920, 0.26542, 0.92667], [0.41797, -2.00486, 0.61752], [-2.55995, 1.89604, -0.53735]]}


Version two
{"formula": "C5H6NS", "method": "ωB97M-V with the def2-TZVPD basis set", "lumo_ev": -6.3, "gap_ev": 8.58, "homo_ha": -0.54730, "total_charge": 1, "elements": ["S", "N", "C", "C", "C", "C", "C", "H", "H", "H", "H", "H", "H"], "coordinates": [[-1.04344, -0.07335, 1.36417], [1.52802, 1.70441, 0.36822], [-0.33697, -0.37258, -0.14984], [-0.70975, -1.36857, -1.13469], [0.94759, 1.90899, 1.55927], [-0.12831, 1.21291, 2.06839], [0.89836, 0.66360, -0.33149], [1.38703, 0.50078, -1.28817], [1.38303, 2.70063, 2.16172], [-0.43791, -1.05421, -2.14224], [-0.51661, 1.46175, 3.04685], [-0.17425, -2.30648, -0.94065], [-1.77475, -1.59438, -1.07571]]}


Question: which arrangement is favored energetically? Ranking from most to least stable: version two, version one.


Version one
{"formula": "C3H11NSi", "method": "ωB97M-V with the def2-TZVPD basis set", "lumo_ev": 1.0, "smiles": "N[SiH3].C=CC", "gap_ev": 10.09, "homo_ha": -0.33386, "elements": ["Si", "N", "C", "C", "C", "H", "H", "H", "H", "H", "H", "H", "H", "H", "H", "H"], "coordinates": [[-2.40613, -0.27076, 0.09392], [-1.61844, 1.21329, 0.47321], [1.60714, -0.02825, 0.27338], [2.17533, -1.29218, -0.26036], [1.12805, 0.91552, -0.48497], [-2.59479, -1.21388, 1.13672], [-1.92564, 1.51657, 1.43387], [1.57348, 0.97052, -1.48551], [-1.43179, -0.74860, -0.83539], [2.26177, -1.28855, -1.37102], [-3.90252, 0.19054, -0.13336], [0.62745, 1.90900, -0.10321], [1.46292, -2.15734, 0.13026], [1.42628, -0.15620, 1.26839], [-1.57605, 1.89838, -0.18441], [3.19292, -1.45806, 0.04849]]}


Version two
{"formula": "C3H11NSi", "method": "ωB97M-V with the def2-TZVPD basis set", "lumo_ev": 0.7, "gap_ev": 8.11, "homo_ha": -0.27268, "elements": ["Si", "N", "C", "C", "C", "H", "H", "H", "H", "H", "H", "H", "H", "H", "H", "H"], "coordinates": [[-1.28672, -0.67414, 0.35921], [0.88316, -0.16264, -0.22500], [-2.37736, 0.66235, -0.40434], [1.21580, 1.12367, 0.50326], [1.83890, -1.22937, -0.22853], [1.84974, 1.13205, 1.34895], [-1.87600, 1.39045, -1.09378], [2.58715, -0.85747, -1.05258], [1.30192, -2.07357, -0.75523], [0.29431, 1.71331, 0.58250], [2.16881, -1.70058, 0.64812], [-1.79156, -1.94811, -0.09146], [-2.79966, 0.14877, -1.31417], [1.94370, 1.60569, -0.30290], [-3.13933, 0.98740, 0.31910], [-0.81284, -0.11780, 1.70686]]}


Question: which arrangement is favored energetically? Ranking from most to least stable: version one, version two.


Version one
{"formula": "C17H20N2O4S", "method": "ωB97M-V with the def2-TZVPD basis set", "lumo_ev": 0.5, "smiles": "CCOc1ccccc1NC(=O)c1ccccc1N(C)S(C)(=O)=O", "gap_ev": 8.50, "homo_ha": -0.29493, "elements": ["S", "O", "O", "O", "O", "N", "N", "C", "C", "C", "C", "C", "C", "C", "C", "C", "C", "C", "C", "C", "C", "C", "C", "C", "H", "H", "H", "H", "H", "H", "H", "H", "H", "H", "H", "H", "H", "H", "H", "H", "H", "H", "H", "H"], "coordinates": [[-2.04408, -0.90918, -0.64104], [-0.56813, -0.39578, 2.30623], [2.15149, 2.21554, -0.72256], [-0.83701, -0.19374, -0.93057], [-3.18249, -0.19379, -0.16430], [1.05669, 0.53758, 0.99702], [-1.70471, -2.16061, 0.39281], [0.23202, 2.39846, 2.37086], [2.24642, -3.51746, 0.33415], [1.36903, 4.15177, 0.53809], [0.13158, 3.76676, 2.55725], [1.94558, -2.23620, 0.76367], [0.27570, -0.48197, 1.43898], [1.47495, 2.78618, 0.33708], [0.89940, 1.89775, 1.26259], [-0.08954, -3.94874, -0.01273], [-2.52532, -1.75826, -2.17843], [0.39357, 2.63505, -2.36634], [-0.39737, -2.65810, 0.40547], [0.62790, -1.80129, 0.81878], [-2.82753, -2.97362, 0.77983], [1.22607, -4.37662, -0.03731], [0.69895, 4.64048, 1.64847], [1.87424, 2.72772, -2.01430], [-3.45506, -2.28517, -2.01341], [1.80850, 4.83800, -0.17037], [0.62190, 5.70739, 1.79554], [-3.67732, -2.29977, 0.86758], [-2.65369, -0.99616, -2.93554], [2.23049, 3.76203, -2.10865], [-0.39492, 4.14921, 3.41836], [0.01890, 1.63978, -2.13329], [0.25177, 2.83889, -3.42419], [3.27274, -3.85020, 0.30353], [2.46873, 2.09756, -2.68153], [-0.87940, -4.62016, -0.31418], [-0.18004, 3.35566, -1.78743], [-1.72302, -2.43162, -2.45100], [1.45418, -5.38268, -0.35684], [-0.22278, 1.71125, 3.06381], [-3.05945, -3.76320, 0.05575], [1.58263, 0.37695, 0.14546], [2.73567, -1.57636, 1.09108], [-2.62727, -3.42335, 1.75160]]}


Version two
{"formula": "C17H20N2O4S", "method": "ωB97M-V with the def2-TZVPD basis set", "lumo_ev": 0.2, "smiles": "CCOC(=O)c1ccccc1NC(=O)[C@H]1CS[C@]2(C)CCC(=O)N12", "gap_ev": 8.95, "homo_ha": -0.32070, "elements": ["S", "O", "O", "O", "O", "N", "N", "C", "C", "C", "C", "C", "C", "C", "C", "C", "C", "C", "C", "C", "C", "C", "C", "C", "H", "H", "H", "H", "H", "H", "H", "H", "H", "H", "H", "H", "H", "H", "H", "H", "H", "H", "H", "H"], "coordinates": [[4.18635, 0.87717, 0.86055], [-0.83995, -1.07538, -0.20934], [-3.04701, -1.40438, -0.35657], [1.75109, -1.04651, -2.58403], [1.16827, 3.39078, -0.45817], [2.23637, -0.00495, -0.62099], [-0.02938, 1.43935, -0.56088], [-1.70806, 3.15019, -0.15658], [2.31757, 1.35705, -1.06053], [-3.99077, 2.50573, 0.23426], [3.61503, 1.95479, -0.50225], [-2.82384, -2.81142, -0.45486], [-2.31422, 0.80704, -0.13817], [2.33505, -2.30941, -0.55684], [1.09028, 2.19768, -0.64422], [-2.65352, -3.44638, 0.91792], [-1.97398, -0.62548, -0.23569], [1.73005, 0.00974, 1.78923], [3.14995, -1.76323, 0.61773], [2.07694, -1.09276, -1.42304], [-3.63647, 1.17903, 0.11354], [2.74303, -0.28488, 0.69211], [-3.02074, 3.48948, 0.09988], [-1.33312, 1.81234, -0.27794], [-5.01624, 2.77562, 0.43372], [3.43880, 2.95856, -0.11554], [2.84130, -3.09136, -1.11838], [-3.70917, -3.20085, -0.96093], [2.94752, -2.28302, 1.55162], [1.36404, -2.68698, -0.23102], [1.46516, 1.06487, 1.79449], [2.15747, -0.23992, 2.75687], [-3.52091, -3.23785, 1.53958], [2.32639, 1.35427, -2.15953], [-1.76691, -3.04997, 1.40705], [-2.54421, -4.52148, 0.80953], [0.83075, -0.58135, 1.62504], [-0.95492, 3.91309, -0.26289], [-1.93536, -2.98779, -1.07038], [4.21707, -1.83939, 0.40577], [-3.29036, 4.53051, 0.19463], [0.09151, 0.42982, -0.65796], [4.40818, 1.98335, -1.24710], [-4.37901, 0.40427, 0.22028]]}


Question: which arrangement is favored energetically? Ranking from most to least stable: version two, version one.


Version one
{"formula": "C3H4FN3", "method": "ωB97M-V with the def2-TZVPD basis set", "lumo_ev": 0.7, "smiles": "FCc1cnn[nH]1", "gap_ev": 10.37, "homo_ha": -0.35651, "elements": ["F", "N", "N", "N", "C", "C", "C", "H", "H", "H", "H"], "coordinates": [[0.41392, 1.74355, -1.45857], [-0.97629, -1.35837, 1.48372], [-1.53117, -0.23894, 1.61919], [-0.01481, -1.29636, 0.53672], [0.92375, 0.49877, -1.09261], [0.03671, -0.05763, 0.01344], [-0.94918, 0.62173, 0.73888], [0.81816, -0.19109, -1.93840], [1.96758, 0.67843, -0.83351], [-1.31507, 1.67906, 0.59388], [0.62641, -2.07915, 0.33726]]}


Version two
{"formula": "C3H4FN3", "method": "ωB97M-V with the def2-TZVPD basis set", "lumo_ev": 0.7, "smiles": "FCc1cnn[nH]1", "gap_ev": 9.96, "homo_ha": -0.34153, "elements": ["F", "N", "N", "N", "C", "C", "C", "H", "H", "H", "H"], "coordinates": [[-2.28086, -0.70611, -0.18697], [1.89492, -1.07201, -0.08343], [2.10781, 0.14510, -0.06141], [0.98191, 0.86043, -0.18399], [0.62034, -1.28343, 0.08033], [-0.10073, -0.02032, 0.18531], [-1.44900, 0.38835, 0.04725], [0.27478, -2.27497, -0.06852], [-1.58436, 0.94421, 1.10417], [-1.55828, 1.05672, -0.78632], [1.09347, 1.96203, -0.04641]]}


Version three
{"formula": "C3H4FN3", "method": "ωB97M-V with the def2-TZVPD basis set", "lumo_ev": 0.9, "smiles": "FCc1nc[nH]n1", "gap_ev": 10.95, "homo_ha": -0.36970, "elements": ["F", "N", "N", "N", "C", "C", "C", "H", "H", "H", "H"], "coordinates": [[-2.50912, -0.30934, -0.54932], [0.20848, -1.04326, 0.21448], [1.45130, -0.89189, -0.24508], [0.56839, 1.11136, -0.37495], [1.62204, 0.40849, -0.56812], [-1.78735, 0.24269, 0.50587], [-0.32871, 0.19679, 0.12816], [-2.08725, 1.20437, 0.56694], [2.46138, 0.95722, -0.94490], [2.16424, -1.57630, -0.17785], [-1.76339, -0.30013, 1.44475]]}


Question: which arrangement is favored energetically? Ranking from most to least stable: version three, version one, version two.